Record 1
2 unconnected molecules or ions with the total composition C5H8O2. Source: OMol25; level of theory: ωB97M-V/def2-TZVPD.

Last column: Löwdin charge in e.
Element x y z (Å)
C1 -2.20 0.10 -0.08  -0.01
C2 -1.11 0.84 0.11  -0.27
O1 -0.43 0.85 1.29  -0.06
C3 0.96 0.63 1.12  -0.22
C4 1.48 -0.68 0.59  0.06
C5 1.52 0.35 -0.20  -0.32
O2 1.73 0.90 -1.40  0.10
H1 -0.85 -1.69 -0.58  0.05
H2 -2.58 -0.54 0.71  0.07
H3 -2.71 0.11 -1.04  0.06
H4 -0.69 1.47 -0.67  0.12
H5 1.49 1.17 1.91  0.14
H6 -0.20 -2.06 -0.57  0.06
H7 1.62 -1.73 0.79  0.10
H8 1.87 0.19 -2.04  0.13

- E_HOMO: -9.0 eV
- Relative energy (zero: lowest compared OMol25 entry of this formula, charge and spin): 480.3 kJ/mol
- LUMO level: 0.64 eV
- SMILES: C=CO[C@H]1C=C1O.[H][H]
- Gap between HOMO and LUMO: 9.611 eV
- Calculated total energy: -9404.854 eV

Record 2
A molecular structure, C29H28BrHfN3O7. Source: OMol25; level of theory: ωB97M-V/def2-TZVPD.

Last column: Löwdin charge in e.
Element x y z (Å)
Hf1 0.25 0.55 0.64  1.78
C1 3.76 -0.16 -1.44  0.02
C2 3.73 -0.10 0.04  -0.32
N1 2.68 0.15 0.80  0.07
C3 3.11 0.26 2.10  -0.10
C4 4.46 -0.04 2.14  -0.06
N2 4.83 -0.23 0.82  0.17
C5 5.62 0.05 3.11  -0.47
O1 5.31 0.29 4.36  0.16
O2 6.74 -0.09 2.64  0.10
C6 2.05 0.62 3.13  -0.52
O3 2.39 0.68 4.31  0.08
O4 0.88 0.89 2.62  -0.14
H1 3.14 -1.01 -1.76  0.09
H2 4.79 -0.22 -1.80  0.09
H3 3.33 0.77 -1.83  0.08
H4 5.83 -0.24 0.56  0.19
H5 4.31 0.37 4.45  0.12
C7 -4.25 -2.82 2.04  -0.10
C8 -4.18 -2.54 0.68  -0.08
C9 -3.41 -1.49 0.26  -0.03
C10 -2.68 -0.72 1.16  -0.31
C11 -2.68 -1.06 2.49  -0.04
C12 -3.48 -2.10 2.94  -0.08
N3 -1.83 0.31 0.65  -0.12
C13 -2.58 1.20 -0.24  -0.31
C14 -3.65 1.94 0.22  -0.02
C15 -4.34 2.77 -0.63  -0.06
C16 -3.97 2.85 -1.96  -0.10
C17 -3.00 2.01 -2.42  -0.12
C18 -2.31 1.19 -1.59  -0.08
H6 -4.93 -3.60 2.38  0.10
H7 -4.73 -3.09 -0.05  0.09
H8 -3.44 -1.21 -0.77  0.10
H9 -2.12 -0.41 3.20  0.13
H10 -3.46 -2.38 3.97  0.10
H11 -3.91 1.87 1.25  0.12
H12 -5.15 3.37 -0.28  0.10
H13 -4.43 3.51 -2.62  0.09
H14 -2.79 1.98 -3.50  0.12
H15 -1.56 0.55 -2.04  0.10
C19 1.72 4.19 -0.24  -0.05
C20 0.64 3.49 -0.94  -0.71
C21 1.01 3.37 -2.43  -0.02
C22 -0.69 4.20 -0.79  -0.02
O5 0.52 2.21 -0.33  -0.32
H16 1.68 5.23 -0.58  0.10
H17 2.70 3.78 -0.42  0.09
H18 1.47 4.15 0.80  0.08
H19 1.06 4.40 -2.79  0.09
H20 0.23 2.82 -2.99  0.09
H21 1.95 2.83 -2.55  0.07
H22 -0.66 5.17 -1.26  0.09
H23 -0.86 4.41 0.26  0.10
H24 -1.51 3.65 -1.21  0.05
Br1 -0.80 -2.58 -3.36  0.83
C23 -0.20 -3.77 -2.05  -0.61
C24 -0.27 -5.11 -2.43  -0.15
C25 0.07 -6.06 -1.51  -0.08
C26 0.57 -5.67 -0.28  -0.07
C27 0.69 -4.36 0.07  -0.01
C28 0.30 -3.35 -0.81  -0.14
C29 0.34 -1.94 -0.32  -0.61
O6 0.48 -0.92 -1.06  -0.14
O7 0.28 -1.76 0.92  -0.06
H25 -0.76 -5.40 -3.35  0.10
H26 -0.06 -7.10 -1.77  0.11
H27 0.79 -6.52 0.38  0.12
H28 0.97 -4.02 1.03  0.11

- E_HOMO: -8.0 eV
- Relative energy (zero: lowest compared OMol25 entry of this formula, charge and spin): 0.0 kJ/mol
- LUMO level: 0.06 eV
- Gap between HOMO and LUMO: 8.062 eV
- Calculated total energy: -120687.196 eV

Record 3
A molecular structure, C44H50F5N4NiOP3. Source: OMol25; level of theory: ωB97M-V/def2-TZVPD.

Last column: Löwdin charge in e.
Element x y z (Å)
Ni1 0.21 0.23 -0.26  0.48
C1 -1.56 -2.28 -1.41  -0.23
P1 0.24 -1.90 -1.60  1.10
C2 0.95 -3.54 -1.96  -0.36
C3 0.92 -4.11 -3.23  -0.08
C4 1.38 -5.40 -3.42  -0.08
C5 1.88 -6.14 -2.35  -0.09
C6 1.92 -5.57 -1.09  -0.08
C7 1.46 -4.28 -0.89  -0.09
C8 0.43 -1.02 -3.20  -0.37
C9 1.73 -0.93 -3.71  -0.12
C10 1.99 -0.21 -4.85  -0.07
C11 0.96 0.46 -5.50  -0.08
C12 -0.33 0.41 -4.99  -0.09
C13 -0.59 -0.33 -3.84  -0.10
C14 -2.06 -1.70 -0.11  -0.39
C15 -3.18 -1.96 0.65  -0.09
C16 -3.09 -1.13 1.81  -0.07
C17 -1.90 -0.43 1.69  -0.38
C18 -1.22 0.59 2.56  -0.22
P2 0.53 0.73 2.00  1.09
C19 1.05 2.41 2.46  -0.34
C20 1.75 2.75 3.61  -0.07
C21 2.10 4.07 3.85  -0.08
C22 1.78 5.06 2.94  -0.08
C23 1.11 4.73 1.76  -0.07
C24 0.76 3.41 1.52  -0.12
C25 1.46 -0.42 3.05  -0.34
C26 2.42 -1.22 2.44  -0.08
C27 3.18 -2.10 3.20  -0.07
C28 2.97 -2.19 4.57  -0.08
C29 2.01 -1.39 5.18  -0.08
C30 1.26 -0.51 4.43  -0.10
N1 -1.29 -0.78 0.52  -0.10
H1 -1.67 -3.37 -1.42  0.09
H2 -2.10 -1.90 -2.28  0.05
H3 0.54 -3.54 -4.07  0.11
H4 1.35 -5.84 -4.41  0.10
H5 2.23 -7.15 -2.51  0.10
H6 2.31 -6.14 -0.25  0.10
H7 1.50 -3.83 0.10  0.10
H8 2.55 -1.42 -3.19  0.11
H9 3.00 -0.13 -5.22  0.11
H10 1.16 1.04 -6.39  0.10
H11 -1.13 0.94 -5.48  0.09
H12 -1.60 -0.34 -3.43  0.06
H13 -3.96 -2.67 0.42  0.09
H14 -3.78 -1.09 2.63  0.09
H15 -1.26 0.31 3.61  0.08
H16 -1.66 1.58 2.47  0.07
H17 2.04 1.98 4.31  0.10
H18 2.65 4.32 4.75  0.10
H19 2.06 6.09 3.13  0.10
H20 0.89 5.49 1.03  0.11
H21 0.30 3.14 0.58  0.08
H22 2.59 -1.14 1.38  0.08
H23 3.92 -2.72 2.73  0.11
H24 3.56 -2.88 5.17  0.10
H25 1.84 -1.46 6.25  0.10
H26 0.50 0.10 4.91  0.10
O1 -1.20 1.61 -0.93  -0.28
P3 -2.16 2.37 -1.80  0.57
N2 -1.39 2.93 -3.14  -0.17
C31 0.02 3.37 -2.97  -0.17
C32 0.25 4.27 -4.18  -0.16
C33 -1.12 4.91 -4.40  -0.16
C34 -2.06 3.72 -4.19  -0.20
N3 -3.44 1.55 -2.38  -0.17
C35 -3.71 1.07 -3.74  -0.20
C36 -4.58 -0.16 -3.51  -0.16
C37 -5.41 0.23 -2.28  -0.15
C38 -4.42 1.00 -1.41  -0.17
N4 -2.84 3.56 -0.87  -0.18
C39 -2.73 3.64 0.60  -0.19
C40 -3.30 5.01 0.90  -0.16
C41 -4.46 5.11 -0.09  -0.16
C42 -3.92 4.43 -1.35  -0.20
H27 0.69 2.52 -2.93  0.10
H28 0.14 3.94 -2.05  0.12
H29 0.51 3.67 -5.05  0.11
H30 1.04 4.99 -4.01  0.11
H31 -1.25 5.37 -5.38  0.11
H32 -1.31 5.67 -3.63  0.11
H33 -2.13 3.14 -5.11  0.10
H34 -3.07 4.01 -3.90  0.10
H35 -2.78 0.84 -4.26  0.07
H36 -4.25 1.81 -4.32  0.12
H37 -3.96 -1.03 -3.28  0.10
H38 -5.19 -0.40 -4.38  0.11
H39 -5.83 -0.62 -1.75  0.11
H40 -6.23 0.88 -2.59  0.11
H41 -3.91 0.34 -0.70  0.10
H42 -4.90 1.80 -0.84  0.11
H43 -1.71 3.51 0.92  0.07
H44 -3.34 2.86 1.07  0.12
H45 -2.55 5.78 0.69  0.11
H46 -3.61 5.12 1.94  0.11
H47 -4.77 6.14 -0.28  0.11
H48 -5.32 4.56 0.30  0.11
H49 -3.53 5.17 -2.05  0.10
H50 -4.69 3.86 -1.87  0.11
F1 2.91 -0.32 -0.63  -0.12
C43 3.04 0.85 -1.40  -0.13
F2 1.61 1.37 -1.25  -0.20
C44 3.71 1.81 -0.42  -0.63
F3 5.03 1.53 -0.37  0.12
F4 3.58 3.08 -0.84  0.12
F5 3.27 1.79 0.86  0.09

- E_HOMO (spin up / spin down): -7.1 / -7.1 eV
- Relative energy (zero: lowest compared OMol25 entry of this formula, charge and spin): 0.0 kJ/mol
- ⟨S²⟩: 2.006
- LUMO level (spin up / spin down): 0.56 / -0.02 eV
- Gap between HOMO and LUMO (spin up / spin down): 7.667 / 7.091 eV
- Spin multiplicity: 3
- Calculated total energy: -136946.800 eV